Entry 1:
Computed, not measured: a 2-piece molecular cluster, C3H9IN3 overall in a non-equilibrium geometry, with the ωB97M-V functional and the def2-TZVPD basis.

Each atom is followed by the atoms it is bonded to, with distances in Å.
Atoms and positions in Å:
1 C 0.78 -2.14 -1.05  C2 1.518, H8 1.086, H9 1.087, H10 1.085
2 C 0.13 -1.39 0.10  C1 1.518, N6 1.492, H11 1.092, H12 1.093
3 C -0.26 0.93 0.97  N6 1.472, I7 2.095, H13 1.081
4 N -1.38 3.23 0.37  N5 1.158, H14 1.014
5 N -1.56 2.19 -0.10  N4 1.158
6 N 0.32 0.08 -0.08  C2 1.492, C3 1.472, H15 1.031, H16 1.030
7 I 1.02 2.28 1.93  C3 2.095
8 H 0.37 -1.84 -2.01  C1 1.086
9 H 1.86 -2.00 -1.06  C1 1.087
10 H 0.60 -3.21 -0.92  C1 1.085
11 H 0.58 -1.68 1.05  C2 1.092
12 H -0.94 -1.59 0.13  C2 1.093
13 H -0.91 0.38 1.65  C3 1.081
14 H -1.82 4.12 0.17  N4 1.014
15 H -0.13 0.35 -0.97  N6 1.031
16 H 1.32 0.28 -0.18  N6 1.030

Calculated values
HOMO energy: -12.566 eV
LUMO level: -3.680 eV
electronic energy: -581.3020 Ha
frontier orbital gap: 8.886 eV
net charge: +1
energy relative to the best compared isomer or geometry (same formula, charge and spin): 2.9714 eV

***

Entry 2:
Computed, not measured: a 7-piece molecular cluster, C24H62NO8P2 overall in a non-equilibrium geometry, with the ωB97M-V functional and the def2-TZVPD basis.

Each atom is followed by the atoms it is bonded to, with distances in Å.
Atoms and positions in Å:
1 C -3.11 -2.82 -0.27  P2 1.947, H12 1.177, H13 1.191, H14 1.193
2 P -5.05 -2.77 -0.10  C1 1.947, O3 1.751, C4 1.910
3 O -5.70 -3.81 -1.35  P2 1.751, H15 1.005
4 C -5.59 -0.95 -0.33  P2 1.910, P5 1.910, C8 1.640, N11 1.513
5 P -4.01 0.11 -0.19  C4 1.910, C6 1.934, O7 1.769
6 C -3.75 1.13 -1.81  P5 1.934, H16 1.177, H17 1.182, H18 1.174
7 O -4.25 1.36 1.04  P5 1.769, H19 1.011
8 C -6.64 -0.73 0.91  C4 1.640, C9 1.639, H20 1.193, H21 1.194
9 C -8.06 -0.90 0.12  C8 1.639, C10 1.652, H22 1.189, H23 1.170
10 C -7.79 -0.43 -1.45  C9 1.652, N11 1.401, H24 1.174
11 N -6.40 -0.54 -1.54  C4 1.513, C10 1.401, H25 1.057
12 H -2.83 -2.36 -1.32  C1 1.177
13 H -2.58 -2.27 0.64  C1 1.191
14 H -2.77 -3.96 -0.18  C1 1.193
15 H -6.69 -3.77 -1.22  O3 1.005
16 H -2.83 1.86 -1.73  C6 1.177
17 H -4.76 1.73 -1.97  C6 1.182
18 H -3.68 0.35 -2.69  C6 1.174
19 H -4.51 0.89 1.90  O7 1.011
20 H -6.67 0.34 1.43  C8 1.193
21 H -6.50 -1.50 1.81  C8 1.194
22 H -8.15 -2.08 0.01  C9 1.189
23 H -9.06 -0.60 0.64  C9 1.170
24 H -8.55 -0.09 -2.27  C10 1.174
25 H -6.09 -0.28 -2.52  N11 1.057
26 C 0.22 0.06 2.68  C27 1.520, H30 1.096, H31 1.095, H32 1.094
27 C 0.31 1.29 1.79  C26 1.520, C28 1.520, O29 1.425, H33 1.095
28 C 0.13 2.57 2.59  C27 1.520, H34 1.096, H35 1.095, H36 1.094
29 O -0.70 1.21 0.78  C27 1.425, H37 0.972
30 H -0.76 0.00 3.16  C26 1.096
31 H 0.34 -0.86 2.09  C26 1.095
32 H 0.99 0.08 3.46  C26 1.094
33 H 1.28 1.30 1.28  C27 1.095
34 H -0.86 2.59 3.07  C28 1.096
35 H 0.18 3.44 1.93  C28 1.095
36 H 0.90 2.66 3.36  C28 1.094
37 H -1.56 1.20 1.22  O29 0.972
38 C 1.92 1.05 -2.62  C39 1.520, H42 1.096, H43 1.095, H44 1.094
39 C 3.28 0.97 -1.95  C38 1.520, C40 1.520, O41 1.425, H45 1.095
40 C 4.10 -0.19 -2.49  C39 1.520, H46 1.096, H47 1.095, H48 1.094
41 O 3.10 0.81 -0.54  C39 1.425, H49 0.972
42 H 1.34 0.14 -2.44  C38 1.096
43 H 1.33 1.88 -2.21  C38 1.095
44 H 2.02 1.20 -3.70  C38 1.094
45 H 3.82 1.91 -2.10  C39 1.095
46 H 3.60 -1.14 -2.31  C40 1.096
47 H 5.07 -0.24 -1.99  C40 1.095
48 H 4.27 -0.08 -3.57  C40 1.094
49 H 2.62 -0.03 -0.40  O41 0.972
50 C 7.68 -3.34 -0.37  C51 1.520, H54 1.096, H55 1.095, H56 1.094
51 C 6.41 -2.84 -1.06  C50 1.520, C52 1.520, O53 1.425, H57 1.095
52 C 5.58 -4.00 -1.58  C51 1.520, H58 1.096, H59 1.095, H60 1.094
53 O 6.77 -1.98 -2.14  C51 1.425, H61 0.972
54 H 8.31 -3.89 -1.07  C50 1.096
55 H 8.28 -2.49 -0.01  C50 1.095
56 H 7.44 -3.99 0.47  C50 1.094
57 H 5.82 -2.25 -0.35  C51 1.095
58 H 6.14 -4.58 -2.32  C52 1.096
59 H 4.68 -3.62 -2.08  C52 1.095
60 H 5.28 -4.67 -0.77  C52 1.094
61 H 7.29 -2.50 -2.77  O53 0.972
62 C -0.56 5.64 -1.88  C63 1.520, H66 1.096, H67 1.095, H68 1.094
63 C 0.17 5.74 -0.55  C62 1.520, C64 1.520, O65 1.425, H69 1.095
64 C 1.61 5.29 -0.67  C63 1.520, H70 1.096, H71 1.095, H72 1.094
65 O -0.50 4.93 0.41  C63 1.425, H73 0.972
66 H -0.58 4.61 -2.24  C62 1.096
67 H -1.61 5.96 -1.77  C62 1.095
68 H -0.08 6.27 -2.64  C62 1.094
69 H 0.13 6.77 -0.18  C63 1.095
70 H 1.67 4.25 -0.99  C64 1.096
71 H 2.12 5.36 0.29  C64 1.095
72 H 2.16 5.91 -1.40  C64 1.094
73 H -0.47 4.01 0.10  O65 0.972
74 C -4.09 7.25 2.37  C75 1.520, H78 1.096, H79 1.095, H80 1.094
75 C -4.27 5.87 1.77  C74 1.520, C76 1.520, O77 1.425, H81 1.095
76 C -3.67 4.79 2.66  C75 1.520, H82 1.096, H83 1.095, H84 1.094
77 O -3.64 5.83 0.49  C75 1.425, H85 0.972
78 H -3.03 7.49 2.49  C74 1.096
79 H -4.51 8.02 1.71  C74 1.095
80 H -4.58 7.32 3.35  C74 1.094
81 H -5.33 5.67 1.61  C75 1.095
82 H -2.59 4.95 2.79  C76 1.096
83 H -3.79 3.80 2.21  C76 1.095
84 H -4.14 4.79 3.65  C76 1.094
85 H -2.69 6.00 0.62  O77 0.972
86 C 6.18 -8.00 1.73  C87 1.520, H90 1.096, H91 1.095, H92 1.094
87 C 4.91 -7.50 1.05  C86 1.520, C88 1.520, O89 1.425, H93 1.095
88 C 4.08 -8.66 0.52  C87 1.520, H94 1.096, H95 1.095, H96 1.094
89 O 5.27 -6.64 -0.03  C87 1.425, H97 0.972
90 H 6.81 -8.55 1.03  C86 1.096
91 H 6.78 -7.15 2.09  C86 1.095
92 H 5.94 -8.65 2.58  C86 1.094
93 H 4.32 -6.91 1.75  C87 1.095
94 H 4.64 -9.24 -0.22  C88 1.096
95 H 3.18 -8.28 0.02  C88 1.095
96 H 3.78 -9.33 1.33  C88 1.094
97 H 5.79 -7.16 -0.67  O89 0.972

Calculated values
HOMO energy: -11.139 eV
LUMO level: -4.946 eV
electronic energy: -2290.6006 Ha
frontier orbital gap: 6.193 eV
net charge: +1

***

Entry 3:
Computed, not measured: a 5-piece molecular cluster, C30H25N5O10 overall in a non-equilibrium geometry, with the ωB97M-V functional and the def2-TZVPD basis.

Each atom is followed by the atoms it is bonded to, with distances in Å.
Atoms and positions in Å:
1 O -4.84 -0.75 7.18  N2 1.196
2 N -4.57 -0.29 6.11  O1 1.196, O3 1.193, C4 1.501
3 O -3.91 0.70 6.01  N2 1.193
4 C -5.01 -0.92 4.82  N2 1.501, C5 1.393, C9 1.383
5 C -6.25 -1.55 4.77  C4 1.393, C6 1.378, H10 1.080
6 C -6.71 -2.00 3.55  C5 1.378, C7 1.425, H11 1.080
7 C -5.87 -1.91 2.41  C6 1.425, C8 1.404, H12 1.080
8 C -4.58 -1.37 2.49  C7 1.404, C9 1.381, H13 1.080
9 C -4.23 -0.77 3.68  C4 1.383, C8 1.381, H14 1.080
10 H -6.81 -1.68 5.68  C5 1.080
11 H -7.68 -2.48 3.50  C6 1.080
12 H -6.18 -2.38 1.48  C7 1.080
13 H -3.92 -1.25 1.64  C8 1.080
14 H -3.32 -0.19 3.74  C9 1.080
15 O 3.37 3.41 -8.24  N16 1.233
16 N 3.91 2.68 -9.08  O15 1.233, O17 1.221, C18 1.526
17 O 4.95 2.08 -8.87  N16 1.221
18 C 3.35 2.73 -10.49  N16 1.526, C19 1.388, C23 1.390
19 C 2.14 3.37 -10.73  C18 1.388, C20 1.398, H24 1.080
20 C 1.54 3.44 -11.99  C19 1.398, C21 1.417, H25 1.080
21 C 2.21 2.87 -13.09  C20 1.417, C22 1.428, H26 1.080
22 C 3.43 2.19 -12.83  C21 1.428, C23 1.362, H27 1.080
23 C 4.02 2.23 -11.60  C18 1.390, C22 1.362, H28 1.080
24 H 1.55 3.71 -9.89  C19 1.080
25 H 0.50 3.69 -12.17  C20 1.080
26 H 1.66 2.76 -14.02  C21 1.080
27 H 3.98 1.70 -13.62  C22 1.080
28 H 4.98 1.76 -11.43  C23 1.080
29 O 0.58 -1.02 0.37  N30 1.226
30 N 1.63 -0.42 0.17  O29 1.226, O31 1.247, C32 1.493
31 O 2.70 -0.69 0.75  N30 1.247
32 C 1.78 0.56 -0.94  N30 1.493, C33 1.413, C37 1.445
33 C 2.98 0.73 -1.67  C32 1.413, C34 1.413, H38 1.080
34 C 3.06 1.80 -2.59  C33 1.413, C35 1.377, H39 1.080
35 C 2.01 2.68 -2.75  C34 1.377, C36 1.391, H40 1.080
36 C 0.80 2.48 -2.09  C35 1.391, C37 1.366, H41 1.080
37 C 0.67 1.43 -1.23  C32 1.445, C36 1.366, H42 1.080
38 H 3.77 0.01 -1.55  C33 1.080
39 H 3.98 1.96 -3.13  C34 1.080
40 H 2.17 3.36 -3.57  C35 1.080
41 H -0.08 3.07 -2.28  C36 1.080
42 H -0.29 1.30 -0.75  C37 1.080
43 O 2.82 -0.06 5.72  N44 1.205
44 N 1.88 0.54 5.26  O43 1.205, O45 1.219, C46 1.515
45 O 0.74 0.39 5.66  N44 1.219
46 C 2.15 1.73 4.36  N44 1.515, C47 1.422, C51 1.358
47 C 1.02 2.54 4.07  C46 1.422, C48 1.409, H52 1.080
48 C 1.24 3.54 3.10  C47 1.409, C49 1.382, H53 1.080
49 C 2.44 3.61 2.41  C48 1.382, C50 1.381, H54 1.080
50 C 3.52 2.81 2.73  C49 1.381, C51 1.402, H55 1.080
51 C 3.37 1.91 3.79  C46 1.358, C50 1.402, H56 1.080
52 H 0.12 2.40 4.65  C47 1.080
53 H 0.42 4.18 2.81  C48 1.080
54 H 2.44 4.23 1.53  C49 1.080
55 H 4.44 2.92 2.16  C50 1.080
56 H 4.23 1.26 3.88  C51 1.080
57 O -4.70 -6.12 4.79  N58 1.281
58 N -3.98 -5.54 5.67  O57 1.281, O59 1.242, C60 1.483
59 O -4.40 -5.20 6.79  N58 1.242
60 C -2.55 -5.31 5.35  N58 1.483, C61 1.427, C65 1.372
61 C -2.19 -5.32 3.97  C60 1.427, C62 1.423, H66 1.080
62 C -0.88 -5.06 3.48  C61 1.423, C63 1.380, H67 1.080
63 C 0.06 -4.75 4.44  C62 1.380, C64 1.398, H68 1.080
64 C -0.31 -4.67 5.78  C63 1.398, C65 1.375, H69 1.080
65 C -1.59 -4.89 6.24  C60 1.372, C64 1.375, H70 1.080
66 H -3.02 -5.40 3.29  C61 1.080
67 H -0.55 -4.96 2.45  C62 1.080
68 H 1.09 -4.62 4.11  C63 1.080
69 H 0.46 -4.38 6.48  C64 1.080
70 H -1.77 -4.83 7.30  C65 1.080

Calculated values
HOMO energy: -9.680 eV
LUMO level: -0.818 eV
SMILES: O=[N+]([O-])c1ccccc1.O=[N+]([O-])c1ccccc1.O=[N+]([O-])c1ccccc1.O=[N+]([O-])c1ccccc1.O=[N+]([O-])c1ccccc1
electronic energy: -2183.8286 Ha
frontier orbital gap: 8.862 eV
net charge: 0
energy relative to the best compared isomer or geometry (same formula, charge and spin): 2.6324 eV